# 1
Density functional theory data (the ωB97M-V functional and the def2-TZVPD basis) for a structure of composition C24H43IIrP2 in a non-equilibrium geometry.

Last column: Löwdin charge in e.
Element x y z (Å)
Ir -0.125 -0.139 -2.133  0.8643
C -0.714 -1.590 -0.012  -0.2790
C 0.664 -1.567 -0.633  -0.4082
C 0.641 -0.406 1.425  -0.2267
C -0.693 -0.851 1.181  -0.3339
C 1.480 -0.844 0.404  -0.2145
C -1.806 -2.524 -0.314  -0.0174
H -1.665 -3.054 -1.256  0.0734
H -2.758 -1.973 -0.341  0.1053
H -1.869 -3.286 0.484  0.1335
C -1.799 -0.734 2.168  -0.0486
H -2.776 -1.024 1.760  0.0892
H -1.866 0.284 2.567  0.0790
H -1.630 -1.395 3.031  0.1184
C 1.017 0.243 2.702  0.0008
H 1.040 -0.491 3.527  0.1209
H 0.285 1.016 2.986  0.1024
H 2.022 0.682 2.663  0.0899
C 2.945 -0.997 0.604  -0.0146
H 3.154 -1.750 1.397  0.1315
H 3.406 -0.056 0.949  0.0921
H 3.480 -1.323 -0.302  0.0876
C 1.240 -2.891 -1.085  -0.0422
H 1.414 -3.525 -0.197  0.1184
H 2.203 -2.771 -1.597  0.0921
H 0.575 -3.433 -1.767  0.0793
C -1.829 1.030 -5.853  -0.1852
C -1.935 -0.341 -5.678  -0.2220
C -1.179 -1.349 -6.496  -0.1730
C 0.355 -1.158 -6.532  -0.1420
C 0.849 -0.407 -5.303  -0.1409
C 0.801 0.935 -5.188  -0.1945
C 0.483 1.841 -6.356  -0.1596
C -0.924 1.631 -6.916  -0.1382
H -1.553 -1.419 -7.536  0.1403
H 0.645 -0.602 -7.446  0.1217
H -1.359 -2.339 -6.079  0.1085
H -0.873 0.987 -7.809  0.1248
H -2.673 1.695 -5.585  0.1285
H -2.807 -0.751 -5.149  0.1120
H -1.351 2.591 -7.293  0.1390
H 0.595 2.902 -6.083  0.1144
H 1.357 1.437 -4.389  0.0347
H 1.227 1.666 -7.157  0.1380
H 0.868 -2.138 -6.564  0.1293
H 1.373 -1.031 -4.568  0.0990
P -1.515 0.865 -3.586  0.7608
P 1.333 1.593 -1.893  0.6670
C -0.949 2.702 -3.404  -0.4000
C 0.468 2.973 -2.832  -0.3830
H -1.690 3.123 -2.719  0.0212
H -1.062 3.175 -4.388  0.0770
H 1.174 3.278 -3.621  0.0838
H 0.464 3.840 -2.152  0.0922
C 1.991 2.342 -0.379  -0.2323
H 2.152 1.533 0.346  0.0123
H 1.242 3.034 0.028  0.0412
H 2.943 2.896 -0.535  0.0888
C 2.889 0.955 -2.654  -0.2133
H 3.407 1.804 -3.098  0.0704
H 2.699 0.184 -3.406  0.0258
H 3.521 0.514 -1.881  0.0482
C -3.233 0.610 -2.964  -0.3318
H -3.361 -0.357 -2.468  0.0287
H -3.933 0.643 -3.814  0.0609
H -3.538 1.406 -2.261  -0.0173
C -1.138 -1.510 -3.295  -0.2377
H -0.502 -2.056 -2.583  -0.0158
H -0.752 -1.754 -4.287  0.0164
H -2.199 -1.769 -3.099  0.0581
I -1.627 1.583 -0.400  0.8506

Summary:
- 2S+1 = 6
- ΔE to the lowest compared entry with this formula, charge and spin (kJ/mol) = 354.5
- highest occupied orbital energy (spin up / spin down) (eV) = -11.9217 / -14.0091
- total charge = +2

---

# 2
Density functional theory data (the ωB97M-V functional and the def2-TZVPD basis) for a structure of composition C24H43InN2OP3 in a non-equilibrium geometry.

Last column: Löwdin charge in e.
Element x y z (Å)
In 0.115 -0.746 0.705  0.1683
P -1.678 -2.228 1.030  0.8227
P 1.300 -1.359 2.507  0.7528
P 1.328 -2.036 -0.808  0.7973
H -0.690 5.724 -6.570  0.0502
C -0.769 4.841 -7.199  -0.0967
C -1.947 4.307 -7.513  -0.0746
H -2.881 4.732 -7.153  0.0529
C -3.256 -1.629 1.789  -0.1965
C -1.454 -3.733 2.086  -0.1967
C -2.326 -3.003 -0.509  -0.1964
C 2.944 -0.537 2.685  -0.1993
C 0.652 -1.089 4.220  -0.2018
C 1.800 -3.128 2.748  -0.1923
C 0.775 -1.921 -2.561  -0.1901
C 1.567 -3.865 -0.665  -0.1978
C 3.082 -1.516 -0.993  -0.2026
H 0.165 4.416 -7.559  0.0475
H -2.026 3.424 -8.142  0.0508
H -3.554 -0.683 1.333  0.0690
H -3.112 -1.455 2.860  0.0422
H -4.061 -2.360 1.658  0.0844
H -1.166 -3.430 3.096  0.0444
H -0.658 -4.360 1.677  0.0435
H -2.376 -4.324 2.141  0.0863
H -2.728 -2.220 -1.159  0.0608
H -3.110 -3.737 -0.295  0.0850
H -1.490 -3.465 -1.038  0.0402
H 3.447 -0.817 3.618  0.0833
H 2.795 0.545 2.654  0.0580
H 3.580 -0.810 1.838  0.0428
H 1.338 -1.508 4.965  0.0852
H -0.320 -1.581 4.321  0.0454
H 0.523 -0.023 4.421  0.0564
H 2.876 -3.209 2.940  0.0814
H 1.549 -3.723 1.869  0.0026
H 1.261 -3.542 3.604  0.0665
H 1.229 -2.726 -3.151  0.0823
H 1.074 -0.953 -2.969  0.0609
H -0.312 -1.991 -2.626  0.0487
H 1.774 -4.293 -1.651  0.0780
H 0.672 -4.338 -0.254  0.0363
H 2.413 -4.085 -0.007  0.0589
H 3.516 -1.903 -1.922  0.0859
H 3.661 -1.874 -0.139  0.0511
H 3.114 -0.424 -0.997  0.0504
C -0.574 0.650 -2.041  -0.3621
C 0.494 1.574 -1.945  0.0090
C 0.798 2.438 -2.996  0.0099
C 0.060 2.422 -4.181  0.0384
C -1.000 1.516 -4.293  0.0114
C -1.315 0.649 -3.253  0.0495
O -0.936 -0.193 -1.088  -0.1797
H 1.336 0.318 0.435  0.0732
H 1.077 1.579 -1.028  0.0621
H 1.626 3.135 -2.883  0.1365
H 0.304 3.097 -4.997  0.1234
H -1.590 1.484 -5.207  0.1344
H -2.143 -0.049 -3.343  0.1413
N -1.770 1.874 3.789  0.1929
C -1.552 0.735 3.109  -0.1416
N -0.721 0.863 2.039  0.0231
C -0.326 2.172 2.157  -0.2386
C 0.650 2.908 1.474  -0.0088
C 0.886 4.245 1.849  -0.0274
C 0.165 4.834 2.903  -0.0238
C -0.789 4.083 3.599  0.0420
C -0.993 2.767 3.201  -0.2386
H -2.351 1.998 4.648  0.2275
H -1.922 -0.151 3.484  0.0842
H 1.259 2.504 0.713  0.0581
H 1.644 4.822 1.333  0.1197
H 0.366 5.856 3.195  0.1244
H -1.324 4.505 4.442  0.1319

Summary:
- 2S+1 = 1
- ΔE to the lowest compared entry with this formula, charge and spin (kJ/mol) = 87.4
- highest occupied orbital energy (spin up / spin down) (eV) = -15.3412 / -15.3357
- total charge = +3

---

# 3
Density functional theory data (the ωB97M-V functional and the def2-TZVPD basis) for a cluster of 3 separate species, C24H43N2O11 in total in a non-equilibrium geometry.

Last column: Löwdin charge in e.
Element x y z (Å)
C -5.324 -5.788 7.421  -0.1364
O -5.091 -6.408 6.095  -0.2753
C -5.794 -5.578 5.087  -0.2391
C -5.208 -5.997 3.592  -0.1974
C -5.485 -4.823 2.442  -0.1993
C -5.076 -5.443 0.947  -0.1901
C -4.021 -4.452 0.186  -0.1576
C -4.610 -3.698 -1.155  -0.2418
C -6.222 -3.407 -1.131  -0.4316
O -6.914 -2.919 -0.096  -0.1460
O -6.962 -3.688 -2.406  -0.3090
N -3.737 -2.482 -1.377  -0.1798
C -4.461 -1.337 -2.038  -0.1762
C -3.452 -0.087 -2.506  -0.1878
C -4.399 1.122 -3.133  -0.2871
N -4.987 2.042 -2.087  -0.0673
C -2.424 -2.834 -2.033  -0.1947
C -1.092 -2.273 -1.192  -0.1177
C -0.261 -1.138 -2.031  -0.2236
O 1.195 -1.334 -2.084  -0.0875
C 1.728 -0.051 -2.573  -0.2685
C 1.181 0.816 -3.850  -0.0278
O 2.819 0.448 -1.929  -0.0612
H -4.302 -5.389 7.833  0.0961
H -6.148 -4.934 7.345  0.0949
H -5.793 -6.649 8.097  0.0996
H -6.948 -5.784 5.172  0.1306
H -5.611 -4.412 5.251  0.1310
H -4.043 -6.204 3.672  0.1201
H -5.694 -7.006 3.207  0.1143
H -4.777 -3.916 2.756  0.1129
H -6.608 -4.500 2.516  0.1126
H -4.475 -6.444 1.197  0.0982
H -6.002 -5.780 0.316  0.1242
H -3.589 -3.607 0.905  0.1149
H -3.081 -5.085 -0.190  0.1027
H -4.429 -4.462 -2.054  0.1467
H -5.214 -0.817 -1.272  0.1444
H -5.031 -1.661 -3.010  0.1314
H -2.708 -0.392 -3.355  0.0801
H -2.814 0.280 -1.574  0.1099
H -5.178 0.595 -3.830  0.1221
H -3.659 1.790 -3.787  0.1021
H -4.416 2.039 -1.198  0.0710
H -5.994 1.804 -1.892  0.0727
H -2.367 -2.558 -3.190  0.1239
H -2.297 -4.021 -2.009  0.1164
H -1.520 -1.848 -0.164  0.1255
H -0.385 -3.163 -0.899  0.1149
H -0.644 -1.199 -3.156  0.1126
H -0.498 -0.055 -1.639  0.1299
H 1.689 0.556 -4.874  0.1001
H 0.023 0.802 -4.011  0.0781
H 1.465 1.955 -3.629  0.1086
C 4.352 2.318 -0.148  -0.0243
C 4.883 3.736 -0.105  -0.3473
C 5.987 3.936 0.888  -0.1188
O 5.879 5.318 1.184  0.0332
C 4.568 5.652 0.986  -0.5043
O 4.067 6.711 1.320  0.1316
O 3.892 4.636 0.366  0.0917
H 3.464 2.263 -0.787  0.0643
H 5.107 1.627 -0.536  0.0966
H 4.042 1.977 0.846  0.0966
H 5.178 4.058 -1.111  0.1623
H 6.972 3.704 0.472  0.1366
H 5.850 3.373 1.818  0.1449
C 9.404 8.507 0.378  -0.0192
C 9.586 7.287 -0.502  -0.3500
C 8.879 6.067 0.005  -0.1239
O 9.647 5.018 -0.559  0.0589
C 10.913 5.512 -0.719  -0.5044
O 11.886 4.837 -1.004  0.1346
O 10.940 6.864 -0.513  0.0852
H 10.047 9.324 0.034  0.0873
H 8.364 8.849 0.366  0.0942
H 9.692 8.297 1.414  0.0916
H 9.299 7.522 -1.535  0.1628
H 7.840 6.013 -0.334  0.1327
H 8.906 5.965 1.096  0.1472

Summary:
- 2S+1 = 1
- highest occupied orbital energy (eV) = -4.3608
- total charge = -1